11
Properties=species:S:1:pos:R:3:forces:R:3 method="wB97M-V/def2-TZVPD" lumo_energy_ev=-0.4 de_lowest_ev=1.3688 smiles="CC(=O)C(=O)C=O" energy_ev=-10353.843 homo_ha=-0.3615
O -0.1786 -1.6151 -0.9440 -0.047 0.592 0.288
O 0.3227 -0.2041 1.9127 0.106 0.002 -0.648
O 2.2212 1.1712 -0.3413 -0.200 -0.449 0.234
C -1.6341 0.2568 -0.4811 -0.179 0.016 -0.025
C 2.0264 0.1840 0.3219 0.254 0.261 -0.428
C -0.4117 -0.5968 -0.3296 -0.076 -0.290 -0.343
C 0.6083 -0.1962 0.7362 -0.057 0.002 0.768
H -2.4182 -0.2967 -0.9960 0.084 -0.014 -0.007
H 2.8484 -0.4492 0.7019 -0.079 0.071 0.099
H -1.3889 1.1481 -1.0729 0.089 -0.142 0.112
H -1.9953 0.5980 0.4920 0.106 -0.049 -0.051